No. 1
{"formula": "C18H22AlCl3F6N4O2S", "method": "ωB97M-V/def2-TZVPD", "symbols": ["Al", "C", "C", "N", "C", "C", "C", "C", "N", "C", "C", "F", "C", "F", "C", "C", "F", "C", "F", "H", "H", "H", "H", "H", "H", "H", "H", "H", "H", "H", "H", "H", "H", "H", "S", "C", "N", "C", "C", "N", "H", "H", "H", "H", "H", "H", "F", "C", "F", "H", "Cl", "C", "Cl", "Cl", "C", "O", "O"], "positions_angstrom": [[-0.701, 0.172, -0.073], [-2.484, -0.707, 2.922], [-1.377, -1.716, 2.631], [-0.820, -1.736, 1.242], [-1.467, -2.815, 0.439], [-2.933, -2.605, 0.098], [0.617, -2.096, 1.325], [1.324, -1.915, -0.025], [0.561, -0.991, -0.862], [0.741, -1.078, -2.223], [-0.368, -0.885, -3.069], [-1.560, -0.660, -2.473], [-0.299, -0.966, -4.435], [-1.408, -0.796, -5.165], [0.897, -1.254, -5.065], [1.995, -1.465, -4.263], [3.181, -1.736, -4.826], [1.930, -1.392, -2.885], [3.069, -1.565, -2.187], [-2.682, -0.715, 3.995], [-2.185, 0.304, 2.651], [-3.417, -0.943, 2.413], [-0.553, -1.503, 3.310], [-1.728, -2.725, 2.872], [-0.906, -2.899, -0.492], [-1.341, -3.758, 0.983], [-3.065, -1.737, -0.548], [-3.300, -3.481, -0.438], [-3.551, -2.482, 0.988], [1.085, -1.459, 2.064], [0.720, -3.134, 1.664], [2.343, -1.573, 0.163], [1.404, -2.881, -0.532], [0.965, -1.307, -6.142], [0.445, 1.102, 1.911], [1.354, 2.419, 1.339], [1.402, 3.599, 1.949], [2.175, 4.592, 1.197], [2.699, 3.766, 0.003], [2.155, 2.433, 0.280], [0.754, 3.834, 2.679], [2.975, 5.001, 1.810], [1.529, 5.399, 0.855], [3.785, 3.737, -0.049], [2.316, 4.148, -0.940], [2.173, 1.677, -0.386], [-2.594, 1.938, 0.879], [-2.659, 0.764, 0.106], [-3.099, 1.183, -1.157], [-3.505, 0.215, 0.518], [0.312, 4.929, -3.074], [0.026, 3.208, -2.818], [-1.386, 2.694, -3.733], [1.468, 2.314, -3.383], [-0.216, 2.888, -1.300], [-0.265, 3.803, -0.508], [-0.319, 1.634, -1.063]], "nbo_charge": [1.754, -0.623, -0.223, -0.514, -0.221, -0.621, -0.222, -0.227, -0.925, 0.091, 0.274, -0.293, 0.357, -0.302, -0.366, 0.339, -0.308, 0.299, -0.322, 0.221, 0.236, 0.205, 0.207, 0.188, 0.217, 0.182, 0.227, 0.225, 0.205, 0.221, 0.192, 0.203, 0.188, 0.250, -0.260, 0.396, -0.560, -0.225, -0.226, -0.571, 0.429, 0.204, 0.227, 0.208, 0.225, 0.441, -0.382, 0.045, -0.378, 0.134, 0.041, -0.205, 0.065, 0.004, 0.781, -0.615, -0.896], "spin_multiplicity": 1, "gap_ev": 8.4, "lumo_energy_ev": 0.34, "relative_energy_ev": 0.226, "e_homo_ha": -0.2950}

=====

No. 2
{"formula": "C5H4N2S", "method": "ωB97M-V/def2-TZVPD", "symbols": ["C", "C", "C", "C", "C", "N", "N", "S", "H", "H", "H", "H"], "positions_angstrom": [[-0.337, 1.756, -0.832], [0.500, -1.696, 0.883], [-1.485, 1.128, -0.473], [0.715, 0.972, -0.800], [-0.727, -1.302, 1.217], [1.418, 0.047, -0.504], [1.555, -1.007, 0.305], [-1.833, -0.191, 0.672], [-0.522, 2.678, -1.236], [0.720, -2.631, 1.134], [-2.497, 1.629, -0.789], [2.493, -1.382, 0.422]], "nbo_charge": [-0.489, -0.130, -0.355, 0.484, -0.543, -0.179, -0.373, 0.479, 0.269, 0.202, 0.226, 0.409], "spin_multiplicity": 1, "gap_ev": [6.6, 6.6], "lumo_energy_ev": [-0.65, -0.66], "relative_energy_ev": 6.829, "e_homo_ha": [-0.2656, -0.2656]}